1.
Density functional theory data (ωB97M-V with the def2-TZVPD basis set) for a structure of composition C30H31OSn.

The geometry in XYZ format:
```
63
Properties=species:S:1:pos:R:3:forces:R:3:lowdin_charge:R:1
C -1.3733 4.4824 1.0548 -0.4711 0.3590 -0.1944 0.01
O -0.4599 3.3742 1.1720 0.9630 -0.7792 -1.2613 -0.04
C 0.1188 2.9185 0.0936 0.6002 0.7453 1.3001 -0.01
C 1.2783 2.0896 0.2047 -0.3718 -0.0223 0.0962 -0.19
C 2.0557 1.8437 -0.9514 -0.2897 -0.2016 0.0364 0.02
C 3.1125 0.9527 -0.8942 0.0137 0.3143 -0.2496 -0.01
C 3.4408 0.3019 0.3035 0.0048 0.1092 -0.1775 -0.22
C 4.5808 -0.6755 0.3220 -0.0113 -0.1091 0.1687 -0.02
C 2.7113 0.5986 1.4669 -0.0510 0.1583 0.2506 0.00
C 1.6608 1.4938 1.4392 -0.0463 0.1177 -0.2891 0.03
H -1.7619 4.6284 2.0601 -0.0201 0.0491 -0.1852 0.11
H -0.8183 5.3648 0.7196 -0.0991 -0.1898 0.1514 0.11
H -2.1807 4.2551 0.3483 0.1942 -0.1018 0.2020 0.11
H -0.2223 3.3109 -0.8745 0.0841 -0.2183 0.2674 0.17
H 1.7953 2.3893 -1.8576 0.1496 -0.3272 0.0082 0.13
H 3.7266 0.7585 -1.7761 -0.2684 0.1105 0.2130 0.13
H 4.7195 -1.0945 1.3213 0.0133 0.0333 -0.1630 0.09
H 4.3868 -1.4998 -0.3748 -0.0041 0.1411 0.1020 0.10
H 5.5243 -0.2104 0.0082 -0.2638 0.0132 0.0494 0.10
H 3.0086 0.1276 2.4052 -0.1622 0.1522 -0.2484 0.13
H 1.1191 1.7719 2.3389 0.0534 -0.2532 -0.0913 0.13
C -8.0193 -3.1444 0.7848 0.3996 0.0655 -0.2339 -0.08
C -7.7537 -3.7385 -0.4560 0.1977 0.1094 0.0675 -0.08
C -6.5261 -3.5173 -1.1017 -0.5187 -0.0344 0.3079 -0.12
C -5.5719 -2.6862 -0.5122 0.8331 0.3305 -0.4038 -0.30
Sn -3.6617 -2.3220 -1.5182 -0.0550 -1.0429 -0.0303 1.36
C -2.0576 -3.1221 -0.2892 -0.7088 0.3582 -0.5216 -0.30
C -2.3558 -3.7220 0.9337 0.5842 -0.0996 0.3019 -0.12
C -1.3115 -4.1702 1.7556 0.0451 0.0204 -0.1404 -0.08
C 0.0218 -4.0380 1.3443 -0.3217 0.1678 -0.1971 -0.09
C 0.3072 -3.4513 0.1054 -0.2714 0.0168 -0.0891 -0.10
C -0.7372 -2.9956 -0.7166 0.5493 -0.1903 0.5714 -0.15
C -3.6806 -3.4339 -3.4072 -0.0128 0.5928 0.7961 -0.30
C -2.7439 -4.4446 -3.6236 -0.0097 -0.2905 -0.6175 -0.13
C -2.7437 -5.1494 -4.8396 -0.1233 0.1719 0.1109 -0.08
C -3.6895 -4.8556 -5.8301 0.0203 0.2272 0.4017 -0.08
C -4.6380 -3.8523 -5.5955 0.0946 0.0637 0.2296 -0.09
C -4.6309 -3.1361 -4.3853 0.0752 -0.3979 -0.6410 -0.14
C -3.2675 -0.1849 -1.8886 -0.1316 -0.2468 -0.1445 -0.28
C -2.0288 0.3292 -1.2428 -0.3230 0.3239 0.2907 -0.27
C -1.9810 0.7449 0.0370 0.1051 -0.0072 -0.4509 -0.02
C -5.8240 -2.0915 0.7249 -0.7163 -0.1602 0.2689 -0.15
C -7.0481 -2.3275 1.3763 0.1813 -0.0135 -0.1874 -0.09
H -8.9753 -3.3156 1.2849 0.3360 0.0495 -0.1631 0.11
H -8.5038 -4.3775 -0.9263 0.2269 0.1801 0.1510 0.11
H -6.3357 -3.9995 -2.0633 -0.0180 0.1617 0.2624 0.09
H -3.3911 -3.8426 1.2621 0.2919 0.0630 -0.0990 0.09
H -1.5428 -4.6251 2.7205 0.0961 0.0943 -0.2768 0.11
H 0.8317 -4.3917 1.9848 -0.2493 0.0945 -0.1886 0.10
H 1.3402 -3.3480 -0.2334 -0.2526 -0.0816 0.1254 0.09
H -0.4923 -2.5411 -1.6813 -0.1099 -0.1175 0.2686 0.10
H -2.0035 -4.6978 -2.8609 -0.2195 0.0902 -0.1954 0.09
H -1.9993 -5.9292 -5.0110 -0.2263 0.2022 0.0475 0.10
H -3.6860 -5.4017 -6.7765 -0.0156 0.1798 0.3401 0.11
H -5.3865 -3.6208 -6.3553 0.2162 -0.0668 0.2010 0.10
H -5.3761 -2.3508 -4.2310 0.2098 -0.2326 -0.0277 0.10
H -3.2308 -0.1628 -2.9876 -0.1471 0.3655 0.3846 0.05
H -4.1840 0.2721 -1.4836 0.3385 0.0795 -0.3112 0.06
H -1.1368 0.3976 -1.8787 -0.1053 -0.4653 0.3862 0.10
H -1.0396 0.9323 0.5524 -0.3749 -0.0605 -0.2083 0.03
H -2.9033 0.8508 0.6120 0.2714 -0.2736 0.0289 0.07
H -5.0844 -1.4408 1.2013 -0.2099 -0.2058 -0.1383 0.09
H -7.2398 -1.8678 2.3472 0.0310 -0.1216 -0.2618 0.10
```
Forces are in eV/Å.

## Properties
gap between HOMO and LUMO = 5.7 eV
charge = +1
HOMO energy = -10.81 eV
energy relative to the best compared isomer or geometry (same formula, charge and spin) = 3.1 kcal per mole

***

2.
Density functional theory data (ωB97M-V with the def2-TZVPD basis set) for a structure of composition C23H35AlClN2O3.

The geometry in XYZ format:
```
65
Properties=species:S:1:pos:R:3:forces:R:3:lowdin_charge:R:1
Al -0.2627 0.3334 0.4254 -0.4147 -1.6978 -0.8614 -0.11
Cl 0.9511 2.0855 0.7412 0.1775 0.4734 0.1919 0.40
N 0.9038 -0.8686 1.5861 -0.5862 2.2179 -0.2448 0.06
N -1.1638 1.0747 -1.2552 1.2225 0.9485 2.1641 0.06
C 1.4037 -2.0897 1.4531 -0.2649 -0.9071 -2.3834 -0.42
C -1.4826 0.5618 -2.4268 0.9967 -2.7353 -0.6762 -0.41
C 0.9138 -0.5527 3.0509 0.1918 0.2789 -1.1355 -0.55
C 0.9747 -1.9379 3.6676 0.1795 -1.0930 -0.8352 -0.08
C -0.3077 0.2346 3.4778 -0.3435 -0.1536 0.5192 -0.06
C 2.1721 0.2408 3.3783 0.2923 0.0249 0.2211 -0.06
H -1.2296 -0.2907 3.2073 0.2135 0.1877 0.0056 0.07
H -0.3102 1.2379 3.0298 -0.0261 -0.2272 0.1444 0.05
H -0.2766 0.3473 4.5687 -0.0433 0.1600 -0.0686 0.09
H 3.0678 -0.3476 3.1383 -0.1558 0.1277 0.0019 0.09
H 2.1784 0.4699 4.4516 0.1439 0.0573 -0.0191 0.08
H 2.1865 1.1727 2.8068 0.0617 -0.2157 0.1575 0.02
C -2.0424 2.2728 -1.0470 1.0261 -0.5594 0.0144 -0.55
C -3.1786 1.9947 -2.0133 0.0767 -1.0439 -0.9024 -0.08
C -1.2791 3.5252 -1.4558 0.0146 0.2927 -0.1968 -0.06
C -2.5080 2.4101 0.3871 -0.5620 0.0800 0.1917 -0.06
H -3.0040 1.4957 0.7284 0.1795 0.2609 -0.0326 0.06
H -3.2240 3.2396 0.4347 0.0982 0.0120 0.1424 0.09
H -1.6672 2.6411 1.0547 -0.2447 -0.0155 -0.1298 0.05
H -0.9935 3.4702 -2.5144 -0.0037 -0.0019 0.1938 0.09
H -0.3806 3.6327 -0.8417 -0.1958 0.0214 -0.1979 0.03
H -1.9274 4.3985 -1.3107 0.1053 0.0938 -0.0637 0.08
O -2.6229 1.0077 -2.9501 -2.4489 1.9687 -0.5745 -0.02
H -3.4992 2.8690 -2.5923 0.0597 -0.1696 0.1329 0.12
H -4.0439 1.5310 -1.5269 0.0312 0.0416 0.0542 0.12
O 1.4850 -2.7908 2.5824 0.1271 -0.6450 3.1345 -0.03
H -0.0154 -2.3184 3.9430 0.0339 0.0797 0.0190 0.12
H 1.6620 -2.0227 4.5171 -0.1354 0.0246 -0.1528 0.12
C 1.9521 -2.7265 0.2267 0.0409 0.3402 0.8311 -0.10
C -0.6862 -0.3745 -3.2728 -0.4379 0.8005 0.3454 -0.10
C -0.3496 -1.6855 -2.6094 0.4530 0.1785 -0.2712 -0.18
H 0.2471 0.1693 -3.5140 0.6054 -0.1521 -0.2403 0.10
H -1.2288 -0.5291 -4.2098 0.0548 0.0815 0.1933 0.10
C 0.5690 -1.6719 -1.5544 -0.3714 -0.2759 0.1797 -0.04
C 0.9494 -2.8445 -0.8889 0.4884 0.0718 -0.4502 -0.19
H 1.1569 -0.7719 -1.3924 0.0455 0.3533 0.2045 0.10
C 0.5435 -4.0775 -1.4130 -0.2954 0.3547 0.1160 -0.24
C -0.3287 -4.0898 -2.5064 0.2080 0.2108 0.0750 -0.02
C 1.0857 -5.3684 -0.8753 -0.1562 -0.2911 0.0648 -0.06
C -0.7537 -2.9161 -3.1342 -0.1350 0.0863 0.3767 -0.24
H -0.6566 -5.0500 -2.9066 0.1459 0.1253 -0.0294 0.10
C -1.5648 -2.9934 -4.3947 -0.2320 -0.2077 -0.0621 -0.07
H -1.7429 -4.0478 -4.6258 -0.0955 0.1318 -0.1102 0.07
H -1.0395 -2.5444 -5.2500 -0.1404 -0.0676 0.2018 0.08
H -2.5327 -2.4900 -4.2828 0.1194 -0.0565 -0.1106 0.08
H 2.1792 -5.4297 -0.9777 -0.2599 0.0225 0.0669 0.08
H 0.6463 -6.1913 -1.4482 0.1233 -0.0347 0.1678 0.07
H 0.8309 -5.5045 0.1838 0.1127 -0.0311 -0.1470 0.08
H 2.3718 -3.7005 0.5043 -0.1388 0.2340 -0.0174 0.11
H 2.7930 -2.0826 -0.0908 0.3336 0.0622 -0.5548 0.11
C -2.0407 -2.7943 1.3074 -0.1917 -0.2468 0.1117 -0.03
C -2.5587 -1.5379 0.6345 0.8396 0.9628 -0.1574 -0.49
C -3.9503 -1.1322 1.0510 -0.3131 -0.2234 0.1221 -0.06
O -1.7295 -0.4303 0.9402 -0.3520 -0.3041 0.2302 -0.19
H -1.9281 -2.6391 2.3887 -0.0313 -0.0081 -0.1512 0.08
H -1.0753 -3.0982 0.8894 -0.0588 0.1590 0.1025 0.07
H -2.7491 -3.6134 1.1407 0.0379 -0.0414 0.0663 0.08
H -2.5640 -1.7185 -0.4538 0.0621 0.0674 0.0331 0.13
H -3.9546 -0.8371 2.1074 -0.0264 -0.0830 -0.1158 0.09
H -4.2833 -0.2815 0.4513 -0.0012 -0.0591 0.0554 0.06
H -4.6421 -1.9591 0.8963 -0.2404 -0.0463 0.0595 0.07
```
Forces are in eV/Å.

## Properties
gap between HOMO and LUMO (alpha / beta) = 3.5 / 3.4 eV
charge = -1
HOMO energy (alpha / beta) = -0.54 / -0.43 eV

***

3.
Density functional theory data (ωB97M-V with the def2-TZVPD basis set) for a cluster of 2 separate species, C17H29N5O4S in total.

The geometry in XYZ format:
```
56
Properties=species:S:1:pos:R:3:forces:R:3:lowdin_charge:R:1
O 0.9984 -3.0399 -3.8761 -0.1550 -1.1348 0.7748 0.10
C 0.4529 -3.8316 -3.1282 -0.3347 1.6744 -0.9868 -0.47
O 1.0720 -4.9318 -2.6501 -0.3254 0.3448 -0.0064 0.12
C -1.0036 -3.6187 -2.6862 0.0189 -0.4100 -0.1791 -0.18
C -1.8455 -2.8504 -3.7209 0.2626 0.2008 0.0445 -0.14
C -3.3412 -2.9028 -3.3570 -0.0176 -0.1007 0.0414 -0.18
C -3.5998 -3.0071 -1.8428 0.1924 0.0049 -0.0417 -0.19
C -2.5006 -2.2997 -1.0465 -0.4588 -0.0371 -0.2535 -0.15
C -1.1147 -2.9482 -1.2834 0.2217 0.3219 0.2053 -0.18
C -0.0488 -1.9043 -1.0296 -0.0768 0.8838 -1.0446 -0.28
N 0.1580 -0.8312 -1.7603 -0.7265 -1.1514 0.1554 0.14
N 1.2288 -0.1941 -1.1985 0.5608 -1.3276 1.0875 0.03
C 1.7220 -0.9346 -0.1520 0.7395 0.7201 0.1047 -0.87
S 3.0901 -0.6767 0.7466 0.2320 0.0934 0.0580 0.61
N 0.8485 -1.9627 0.0197 -0.1457 -0.1938 -1.0262 0.14
H 1.9554 -4.9087 -3.0506 0.0719 -0.0906 0.0756 0.13
H -1.4359 -4.6214 -2.6125 -0.0102 -0.0026 0.2361 0.15
H -1.7004 -3.2732 -4.7208 0.1045 0.1104 0.1797 0.12
H -1.5123 -1.8069 -3.7572 0.1078 -0.2248 -0.0081 0.12
H -3.8234 -2.0005 -3.7473 0.0354 -0.1508 0.0014 0.11
H -3.8070 -3.7624 -3.8500 -0.0137 0.1401 -0.0018 0.11
H -4.5741 -2.5659 -1.6078 0.1467 -0.1446 0.0509 0.11
H -3.6357 -4.0610 -1.5471 -0.0683 0.0516 0.0367 0.11
H -2.4848 -1.2463 -1.3496 0.1554 -0.1376 0.0568 0.12
H -2.7390 -2.3273 0.0218 0.1396 0.0774 -0.1037 0.12
H -0.9835 -3.7439 -0.5440 0.1119 0.1074 0.0485 0.15
H 1.8571 0.3944 -1.7450 -0.6383 -0.0671 0.1825 0.17
H 1.1459 -2.8335 0.4431 -0.1463 0.3637 0.2995 0.16
C 3.4355 3.1584 0.4897 -0.4402 0.2236 0.2581 -0.07
N 2.1719 3.8735 0.3130 1.5037 -0.6282 -0.2646 0.04
C 0.9352 3.5223 0.6887 -0.9832 0.7644 0.5818 -0.44
O 0.0265 4.2708 0.3604 -0.5928 -0.4641 0.1468 0.05
C 0.6784 2.2148 1.4823 0.1738 -0.1039 0.4820 -0.17
N 1.5996 1.9741 2.6136 -0.3651 -0.5005 -1.0298 0.10
C 1.9399 2.8425 3.5677 0.2194 1.3485 0.8205 -0.57
C 2.8819 2.3235 4.6284 0.0075 -0.0372 -0.0967 0.00
O 1.5544 4.0005 3.6132 -0.2363 -0.0350 -0.3534 0.05
C -0.7888 1.9088 1.8842 -0.6682 0.5852 -0.3082 -0.35
C -1.4941 2.9644 2.7455 0.4870 -0.0141 -0.0055 -0.06
C -1.6629 1.5976 0.6625 0.3711 0.1841 0.0712 -0.07
H 3.8480 3.3840 1.4747 0.1850 -0.1353 0.0023 0.08
H 3.2892 2.0831 0.3950 0.0649 0.0367 0.0420 0.01
H 4.1490 3.4806 -0.2701 -0.1360 0.0049 0.0159 0.08
H 2.2079 4.7685 -0.1500 -0.1550 -0.0617 0.0755 0.14
H 0.9264 1.4424 0.7657 0.2376 -0.3386 -0.1951 0.10
H 2.0245 1.0608 2.6632 -0.0609 -0.0451 -0.2180 0.09
H 3.1756 3.1501 5.2744 -0.0825 -0.0976 -0.1141 0.08
H 3.7644 1.8977 4.1550 0.1095 -0.1855 0.1082 0.08
H 2.3717 1.5645 5.2176 0.1102 -0.1561 0.0908 0.08
H -0.7673 0.9913 2.4751 0.3781 -0.1133 0.0628 0.13
H -1.6057 3.9008 2.2004 0.0707 -0.0277 0.0320 0.08
H -0.9218 3.1500 3.6525 -0.0427 0.1577 0.0629 0.07
H -2.4834 2.6063 3.0283 -0.0499 -0.0804 0.0117 0.07
H -1.2102 0.8024 0.0728 -0.0412 -0.1277 -0.2262 0.05
H -1.7744 2.4852 0.0398 -0.0071 -0.0423 -0.0362 0.08
H -2.6500 1.2716 0.9888 -0.0413 -0.0318 -0.0037 0.08
```
Forces are in eV/Å.

## Properties
gap between HOMO and LUMO = 8.8 eV
charge = 0
HOMO energy = -8.72 eV
SMILES = O=C(O)[C@@H]1CCCC[C@@H]1c1n[nH]c(=S)[nH]1.CNC(=O)[C@@H](NC(C)=O)C(C)C

***

4.
Density functional theory data (ωB97M-V with the def2-TZVPD basis set) for a structure of composition C30H28BiBr2N2P2S2Te4.

The geometry in XYZ format:
```
71
Properties=species:S:1:pos:R:3:forces:R:3:lowdin_charge:R:1
Bi 2.4259 -1.7190 -0.4675 0.8635 -0.1429 0.9166 1.05
S 3.5850 0.5200 0.7142 -0.5852 0.0667 0.4110 0.16
P 1.6836 1.1271 1.1822 1.1461 -1.0967 0.4708 0.47
C 0.7491 -0.0398 0.2579 -0.1978 0.6528 -0.7885 -1.07
P -0.8395 -0.8084 0.2123 0.2553 -0.6334 0.6420 0.40
S -0.4445 -2.7693 0.0786 -0.2646 0.1248 0.0248 0.24
C -1.8741 -0.3883 1.6485 -0.0920 0.0274 -0.0744 -0.35
C -2.5981 -1.3766 2.3025 0.0497 -0.0164 0.0626 -0.09
C -3.5232 -1.0282 3.2781 0.0075 -0.0113 -0.0105 -0.08
C -3.7356 0.3054 3.5932 0.0077 0.0218 0.0048 -0.09
C -3.0017 1.2954 2.9516 -0.0061 -0.0042 -0.0192 -0.07
C -2.0751 0.9494 1.9820 0.0385 -0.0254 0.0500 -0.09
C -1.9297 -0.2830 -1.1520 0.2883 0.1228 -0.3419 -0.41
C -2.4004 -1.2289 -2.0583 -0.0342 0.0102 0.0126 -0.12
C -2.9420 -0.8264 -3.2697 0.0160 -0.0026 0.0014 -0.08
C -2.9588 0.5179 -3.6152 -0.0059 -0.0006 0.0179 -0.07
C -2.5470 1.4714 -2.6955 -0.0663 -0.0225 -0.0033 -0.09
C -2.0751 1.0740 -1.4549 -0.1320 0.0587 0.1935 -0.18
C 1.4503 2.8711 0.8229 -0.5632 0.0732 -0.2764 -0.37
C 0.4176 3.5738 1.4531 0.1103 0.0007 0.0792 -0.11
C -0.0462 4.7629 0.9157 -0.0168 0.0063 -0.0194 -0.09
C 0.4740 5.2284 -0.2885 -0.0111 0.0039 0.0096 -0.07
C 1.5209 4.5594 -0.9015 -0.0466 -0.0689 0.0018 -0.07
C 2.0274 3.3972 -0.3333 0.2077 0.0951 0.1009 -0.16
C 1.4808 0.9353 2.9735 -0.2142 0.1951 -0.0528 -0.34
C 2.1069 1.8497 3.8226 -0.0780 0.0411 -0.0297 -0.09
C 2.0133 1.7007 5.1946 0.0008 -0.0026 0.0041 -0.08
C 1.2920 0.6383 5.7303 0.0053 0.0165 0.0044 -0.08
C 0.6844 -0.2797 4.8909 0.0015 -0.0063 -0.0217 -0.08
C 0.7865 -0.1373 3.5129 -0.0488 0.0383 0.0314 -0.14
H -2.4254 -2.4150 2.0459 -0.0094 0.0038 -0.0141 0.07
H -4.0856 -1.8018 3.7854 -0.0003 0.0005 -0.0019 0.10
H -4.4771 0.5765 4.3341 0.0336 -0.0042 0.0324 0.10
H -3.1593 2.3381 3.1973 0.0103 -0.0035 0.0185 0.10
H -1.5027 1.7251 1.4880 -0.0193 -0.0015 -0.0154 0.08
H -2.3084 -2.2803 -1.8193 0.0935 -0.0025 -0.0327 0.06
H -3.3046 -1.5725 -3.9658 0.0294 0.0094 -0.0226 0.10
H -3.2812 0.8267 -4.6011 -0.0451 -0.0134 0.0131 0.11
H -2.5393 2.5197 -2.9637 -0.0811 0.0100 0.0447 0.11
H -1.7914 1.8323 -0.7342 0.1958 -0.0020 -0.0720 0.09
H -0.0066 3.1938 2.3757 -0.0394 -0.0266 -0.0278 0.10
H -0.8317 5.3116 1.4203 -0.0148 -0.0058 -0.0171 0.10
H 0.0556 6.1128 -0.7525 0.0293 0.0267 0.0316 0.10
H 1.9014 4.8844 -1.8608 0.1031 0.0930 0.0635 0.11
H 2.8878 2.9100 -0.7785 -0.1571 -0.1665 -0.1377 0.04
H 2.6628 2.6795 3.4019 0.0214 -0.0079 0.0123 0.11
H 2.5034 2.4111 5.8481 -0.0041 0.0003 0.0020 0.10
H 1.2127 0.5263 6.8045 0.0074 -0.0035 -0.0019 0.10
H 0.1351 -1.1179 5.3008 0.0090 -0.0049 -0.0008 0.11
H 0.3343 -0.8750 2.8663 0.0272 -0.0147 0.0113 0.06
Te 0.9621 0.6689 -1.9338 -1.3879 0.2803 0.1101 0.54
Te 1.3506 3.7635 -6.5476 0.3074 -0.2670 0.0500 -0.29
Te 1.7739 2.1253 -4.3718 -0.2846 0.6478 -0.4648 -0.22
Te 3.5225 0.5050 -2.6780 0.5895 0.7618 -1.3293 0.14
Br 2.3778 -3.0965 3.0043 -0.0157 0.0163 0.0425 0.52
C 3.2380 -3.0508 1.2668 -0.1123 -0.1500 -0.1395 -0.89
Br 5.3704 -1.5198 -1.2723 0.1370 -0.6772 0.4044 -0.33
H 3.1735 -4.0704 0.8834 0.0247 -0.0049 0.0118 -0.04
H 4.2844 -2.8076 1.4238 -0.0237 0.1291 -0.0011 -0.05
C -0.8716 -5.1430 -3.7168 -0.0408 0.0592 0.0121 -0.03
N 0.0988 -4.0778 -3.8158 0.0125 -0.0040 -0.0271 -0.14
C 0.0905 -3.0319 -4.7112 -0.0196 0.0338 0.0456 -0.07
C 1.1457 -2.2388 -4.3710 0.0763 0.0789 -0.0291 -0.17
N 1.7990 -2.7662 -3.2861 0.0279 -0.3221 0.0349 -0.02
C 1.1475 -3.8626 -2.9867 -0.0957 0.0399 -0.0467 -0.24
H -1.0666 -5.5669 -4.7010 0.0185 -0.0196 0.0028 0.09
H -1.8088 -4.7781 -3.2936 0.0008 -0.0026 0.0089 0.08
H -0.4782 -5.9226 -3.0682 0.0015 -0.0058 -0.0034 0.09
H -0.6564 -2.9412 -5.4811 0.0128 -0.0370 -0.0112 0.11
H 1.4850 -1.3299 -4.8433 -0.0473 0.0457 0.0551 0.07
H 1.3756 -4.5366 -2.1739 -0.0062 -0.0108 -0.0130 0.12
```
Forces are in eV/Å.

## Properties
gap between HOMO and LUMO (alpha / beta) = 4.7 / 4.8 eV
charge = -1
HOMO energy (alpha / beta) = -3.49 / -3.67 eV
energy relative to the best compared isomer or geometry (same formula, charge and spin) = 77.6 kcal per mole

***

Calculated M, 526.29; 449.98; 399.52; 1421.84 u (same order as the records).
Calculated max |F|, 1.8; 3.2; 2.0; 1.7 eV/Å (same order as the records).